{
  "formula": "C30H26B2Cl2F9IrN9O6S",
  "method": "wB97M-V/def2-TZVPD",
  "symbols": ["Ir", "C", "C", "N", "O", "B", "F", "F", "O", "N", "C", "C", "C", "N", "O", "B", "F", "F", "O", "N", "C", "C", "C", "H", "H", "H", "H", "H", "H", "H", "H", "H", "H", "H", "H", "N", "C", "N", "N", "C", "N", "H", "H", "H", "H", "F", "C", "C", "F", "C", "F", "C", "S", "C", "F", "C", "F", "Cl", "C", "C", "C", "C", "C", "Cl", "C", "N", "C", "C", "C", "C", "C", "C", "C", "C", "O", "O", "H", "H", "H", "H", "H", "H", "H", "H", "H", "H"],
  "positions_angstrom": [[1.499578, 0.686305, 0.618548], [1.128916, 4.770652, 2.691986], [1.416725, 3.374676, 2.266351], [1.011768, 2.885909, 1.144899], [0.280152, 3.609964, 0.313395], [0.312434, 3.413148, -1.157414], [0.720779, 4.570463, -1.728650], [-0.931973, 3.051974, -1.586523], [1.297705, 2.351128, -1.644688], [2.197253, 1.693594, -0.915425], [3.413872, 1.590185, -1.378091], [3.858523, 2.247484, -2.629547], [4.328717, 0.841916, -0.546749], [3.804793, 0.363661, 0.535864], [4.575860, -0.217242, 1.439015], [3.905515, -0.672707, 2.678123], [4.799525, -1.192636, 3.527268], [2.947326, -1.628183, 2.333576], [3.231800, 0.480749, 3.355143], [2.548791, 1.357918, 2.615336], [2.190624, 2.484954, 3.126020], [2.541698, 2.897998, 4.513656], [5.765621, 0.671009, -0.881468], [0.720843, 5.335578, 1.856257], [2.030852, 5.250771, 3.065516], [0.394042, 4.773385, 3.496588], [3.166692, 3.044922, -2.893041], [3.875367, 1.525314, -3.446615], [4.864203, 2.646639, -2.527887], [2.940221, 2.043342, 5.055490], [1.669805, 3.293013, 5.031132], [3.299965, 3.681429, 4.494296], [5.881638, 0.368410, -1.919366], [6.201332, -0.081462, -0.226537], [6.302947, 1.608984, -0.741043], [1.674273, -2.902868, 4.662299], [0.451232, -2.416601, 4.800913], [-0.300662, -2.722911, 5.853758], [-0.096540, -1.604594, 3.898637], [0.338714, -0.996087, 2.906973], [0.553866, -0.325592, 1.967432], [2.083391, -3.502485, 5.360717], [2.250234, -2.645798, 3.870770], [0.012857, -3.356236, 6.570760], [-1.237893, -2.360317, 5.903254], [-1.195776, -6.454001, -1.125543], [-0.386491, -5.412507, -1.030515], [0.206875, -4.876017, -2.175455], [-0.045003, -5.413066, -3.364076], [1.041620, -3.772005, -2.072997], [1.606790, -3.287909, -3.171608], [1.296916, -3.152268, -0.836417], [2.336115, -1.771888, -0.796956], [0.709462, -3.726223, 0.297913], [0.938619, -3.222083, 1.511004], [-0.124274, -4.832576, 0.209925], [-0.678806, -5.321230, 1.317305], [-4.714533, -0.979637, -0.048438], [-5.551709, 0.385535, -0.685864], [-6.718362, 0.800885, -0.073090], [-7.343796, 1.973401, -0.475879], [-6.786272, 2.766934, -1.465047], [-5.615349, 2.369352, -2.084515], [-4.932073, 3.328199, -3.336590], [-4.985881, 1.139729, -1.743506], [-3.835761, 0.792786, -2.393989], [-3.418290, -0.450599, -2.772721], [-4.345623, -1.507985, -2.906636], [-3.942237, -2.748336, -3.338584], [-2.608496, -2.969216, -3.688805], [-1.697926, -1.927575, -3.620630], [-2.066273, -0.670647, -3.156450], [-1.014059, 0.377078, -3.036121], [0.006917, -0.036727, -1.936975], [0.972438, -0.698117, -2.337476], [-0.230088, 0.315935, -0.767006], [-7.132500, 0.218214, 0.733851], [-8.263816, 2.275298, -0.004095], [-7.263041, 3.689171, -1.756014], [-3.292239, 1.591488, -2.724715], [-5.391417, -1.312737, -2.724911], [-4.663850, -3.543190, -3.444843], [-2.295707, -3.939402, -4.043695], [-0.675778, -2.082509, -3.934708], [-1.382531, 1.360898, -2.761665], [-0.441176, 0.433794, -3.964387]],
  "forces_ev_per_a": [[-0.22, 0.42, 0.48], [-0.15, 0.10, -0.19], [-0.71, 0.37, -0.99], [0.37, -0.93, 0.04], [-0.01, 0.37, 0.68], [0.35, 0.14, 0.12], [0.23, 0.54, -0.19], [-0.58, -0.31, -0.16], [0.37, -0.30, -0.44], [0.48, 0.34, -0.58], [-0.57, 0.33, -0.18], [-0.26, 0.22, -0.05], [0.40, -0.62, 0.83], [-0.87, 0.08, -0.28], [0.46, 0.16, -0.58], [-0.47, 0.38, -0.11], [0.54, -0.02, 0.38], [-0.46, -0.50, -0.12], [-0.05, 0.32, 0.51], [-0.52, 0.24, -0.79], [0.64, -1.02, 0.32], [0.15, -0.22, 0.05], [0.13, -0.01, 0.17], [0.07, -0.01, 0.07], [0.04, 0.03, 0.01], [-0.05, 0.00, 0.07], [0.05, -0.03, -0.02], [-0.03, -0.11, -0.05], [0.06, -0.01, 0.08], [-0.01, 0.11, 0.02], [-0.05, 0.02, 0.00], [0.03, 0.03, 0.01], [-0.01, 0.00, -0.09], [0.02, 0.08, -0.09], [0.07, 0.04, 0.00], [0.05, -0.13, 0.18], [0.45, -0.07, 0.06], [0.09, -0.09, -0.03], [-0.79, -0.09, 0.15], [0.03, 0.31, -0.03], [-0.15, -0.45, 0.18], [-0.03, 0.00, 0.00], [0.01, 0.13, -0.13], [-0.01, 0.03, -0.03], [0.02, 0.02, -0.01], [0.19, 0.23, 0.02], [0.12, 0.20, 0.02], [0.03, 0.10, 0.16], [0.02, 0.03, 0.10], [-0.18, -0.05, 0.19], [-0.09, -0.13, 0.03], [-0.24, -0.28, 0.05], [0.19, 0.08, 0.21], [-0.13, -0.20, -0.18], [-0.02, -0.06, -0.19], [0.05, 0.11, -0.04], [0.07, 0.01, -0.22], [-0.07, 0.00, 0.33], [0.09, 0.20, -0.12], [0.06, -0.04, -0.07], [0.21, -0.13, -0.08], [0.22, 0.00, -0.11], [-0.07, -0.35, 0.12], [0.04, 0.02, 0.01], [-0.96, 0.34, 0.44], [0.71, -0.11, -0.36], [0.08, -0.14, -0.31], [-0.14, -0.28, -0.17], [-0.17, 0.23, 0.10], [-0.09, 0.12, 0.03], [-0.08, 0.24, 0.11], [0.05, -0.22, -0.08], [0.54, 0.07, 0.45], [-0.46, 0.06, -1.45], [0.50, -0.22, -0.61], [0.51, 0.44, 2.23], [0.02, -0.10, 0.06], [-0.11, 0.05, 0.08], [0.02, 0.08, -0.09], [0.03, -0.18, 0.10], [-0.07, -0.01, 0.03], [-0.09, -0.02, 0.00], [0.03, -0.09, -0.06], [0.11, 0.01, 0.02], [0.07, 0.00, -0.07], [-0.12, 0.08, 0.07]],
  "mulliken_charge": [0.57, -1.77, 0.66, 0.27, -0.58, 0.41, -0.25, -0.18, -0.59, 1.51, 0.65, -1.94, 0.27, 0.39, -0.66, 0.69, -0.32, -0.14, -0.53, 0.31, 0.18, -1.89, -1.99, 0.41, 0.41, 0.36, 0.40, 0.34, 0.52, 0.41, 0.42, 0.37, 0.43, 0.45, 0.38, -0.15, 0.52, -0.35, -0.69, 0.94, 0.28, 0.23, 0.13, 0.21, 0.24, -0.27, 0.64, 0.39, -0.37, 0.25, -0.41, 0.92, 0.03, -0.40, -0.05, 0.02, -0.29, -0.09, 0.71, -0.64, -0.52, -0.50, 0.36, -0.17, -0.22, 0.10, 0.30, -0.06, -0.96, -0.87, -0.66, 0.27, -1.17, 1.40, -0.71, -1.05, 0.47, 0.43, 0.46, 0.31, 0.65, 0.46, 0.57, 0.73, 0.05, 0.61],
  "e_tot_ha": -4474.01036,
  "charge": 2,
  "e_above_lowest_kcal_mol": 36.3,
  "gap_ha": [0.27733, 0.17546],
  "homo_energy_ev": [-13.190, -13.688],
  "spin_multiplicity": 6,
  "lumo_energy_ev": [-5.643, -8.914]
}